(1)
A cluster of 2 separate species, C9H13IN in total at a distorted geometry, computed with ωB97M-V/def2-TZVPD.

Structure (ORCA input):
```
! RIJCOSX wB97M-V def2-TZVPD def2/J DEFGRID3
* xyz 1 1
C 1.20 3.10 0.01
C 1.42 2.10 1.03
C 0.06 2.94 -0.83
C 0.37 1.21 1.35
C -0.86 1.91 -0.64
C -0.75 1.14 0.52
C 0.88 -2.49 0.54
C -0.34 -2.04 -1.43
C -1.62 0.11 0.87
N -0.41 -2.20 -0.06
I -3.42 -0.26 -0.10
H 2.11 3.57 -0.31
H 2.32 2.04 1.63
H -0.03 3.51 -1.76
H 0.51 0.61 2.18
H -1.67 1.74 -1.33
H 0.93 -2.80 1.57
H 1.42 -3.38 0.04
H 1.67 -1.71 0.38
H 0.40 -1.31 -1.89
H -0.07 -2.99 -1.98
H -1.37 -1.63 -1.80
H -1.57 -0.33 1.89
H -1.17 -2.80 0.15
*
```

For the molar mass, the calculation gives 262.114 g mol⁻¹. Its largest force on an atom is 4.851 eV/Å. The orbital gap (spin up / spin down) is 6.531 / 6.530 eV. Its total energy is -702.8387 Eh. As for the energy relative to the best compared isomer or geometry (same formula, charge and spin): 1.583 eV.

In the Mulliken picture, each atom carries the following charge in e: atom 1 (C): -0.5366, atom 2 (C): -0.5012, atom 3 (C): -0.4501, atom 4 (C): -0.5167, atom 5 (C): -0.4369, atom 6 (C): 1.2780, atom 7 (C): -0.9410, atom 8 (C): -0.9041, atom 9 (C): -0.6443, atom 10 (N): -0.0424, atom 11 (I): 0.2808, atom 12 (H): 0.3919, atom 13 (H): 0.3891, atom 14 (H): 0.3601, atom 15 (H): 0.4625, atom 16 (H): 0.2788, atom 17 (H): 0.3655, atom 18 (H): 0.3082, atom 19 (H): 0.2985, atom 20 (H): 0.2942, atom 21 (H): 0.3638, atom 22 (H): 0.1854, atom 23 (H): 0.4446, atom 24 (H): 0.2719



(2)
The molecule CH3N3O3 at a distorted geometry, computed with ωB97M-V/def2-TZVPD.

Structure (ORCA input):
```
! RIJCOSX wB97M-V def2-TZVPD def2/J DEFGRID3
* xyz 0 1
C 0.09 -1.73 -0.15
N -0.16 -0.43 -0.72
N 0.46 0.70 -0.09
N -0.34 1.63 0.52
O 0.65 -1.93 0.86
O -1.46 1.78 0.08
O 0.15 2.22 1.46
H -0.40 -2.60 -0.74
H -0.35 -0.20 -1.75
H 1.36 0.56 0.52
*
```

For the molar mass, the calculation gives 105.053 g mol⁻¹. The SMILES is O=CNN[N+](=O)[O-]. Its largest force on an atom is 3.177 eV/Å. The orbital gap is 11.198 eV. Its total energy is -429.7406 Eh. As for the energy relative to the best compared isomer or geometry (same formula, charge and spin): 2.047 eV.

In the Mulliken picture, each atom carries the following charge in e: atom 1 (C): 0.0828, atom 2 (N): -0.1006, atom 3 (N): -0.3681, atom 4 (N): 1.1066, atom 5 (O): -0.4423, atom 6 (O): -0.5882, atom 7 (O): -0.5996, atom 8 (H): 0.3030, atom 9 (H): 0.2672, atom 10 (H): 0.3393



(3)
A structure of composition C49H56AsClN2NaO3PS, computed with ωB97M-V/def2-TZVPD.

Structure (ORCA input):
```
! RIJCOSX wB97M-V def2-TZVPD def2/J DEFGRID3
* xyz 0 1
Na -0.77 0.71 -0.73
Cl 1.08 -0.54 0.78
C 1.43 -1.07 2.41
C 2.49 -1.96 2.54
C 2.80 -2.44 3.80
C 2.05 -2.04 4.90
C 1.00 -1.15 4.74
C 0.66 -0.64 3.48
P -0.63 0.64 3.21
C -1.26 0.88 4.91
C -0.60 1.82 5.70
C -1.01 2.07 7.00
C -2.10 1.39 7.53
C -2.77 0.46 6.75
C -2.35 0.20 5.45
C -1.97 -0.36 2.46
C -2.96 0.32 1.74
C -4.00 -0.37 1.14
C -4.07 -1.75 1.25
C -3.09 -2.44 1.96
C -2.05 -1.75 2.56
H 3.04 -2.26 1.66
H 3.62 -3.13 3.93
H 2.28 -2.41 5.89
H 0.42 -0.84 5.60
H 0.24 2.38 5.29
H -0.48 2.80 7.60
H -2.42 1.59 8.54
H -3.63 -0.07 7.15
H -2.88 -0.52 4.85
H -2.90 1.40 1.65
H -4.76 0.17 0.59
H -4.87 -2.30 0.77
H -3.13 -3.52 2.04
H -1.30 -2.30 3.11
C -3.08 2.27 -3.99
C -2.87 1.04 -3.11
C -4.01 0.05 -3.26
O -2.76 1.46 -1.73
C -1.51 0.41 -3.49
O -1.50 -0.35 -4.46
O -0.52 0.80 -2.79
H -3.98 2.81 -3.69
H -3.19 1.96 -5.03
H -2.22 2.95 -3.92
H -4.97 0.54 -3.07
H -3.89 -0.77 -2.55
H -4.01 -0.36 -4.26
H -3.55 1.95 -1.46
C 3.89 4.16 -3.22
C 3.08 2.88 -3.41
C 2.05 2.65 -2.31
C 0.98 3.74 -2.29
N -0.18 3.46 -1.45
C -0.24 3.62 -0.11
S -1.69 3.37 0.72
N 0.90 3.96 0.51
C 1.01 4.23 1.94
C 0.63 5.66 2.31
C 1.36 6.74 1.51
C 2.88 6.69 1.65
H 4.67 4.25 -3.98
H 4.38 4.17 -2.25
H 3.27 5.06 -3.29
H 3.76 2.03 -3.44
H 2.57 2.90 -4.38
H 2.56 2.59 -1.34
H 1.54 1.70 -2.47
H 0.60 3.88 -3.30
H 1.39 4.71 -1.99
H -1.01 3.06 -1.87
H 1.73 4.09 -0.05
H 2.05 4.01 2.22
H 0.37 3.52 2.46
H 0.84 5.79 3.38
H -0.45 5.77 2.18
H 1.00 7.71 1.84
H 1.08 6.66 0.46
H 3.18 6.80 2.69
H 3.36 7.48 1.07
H 3.29 5.74 1.29
C -0.44 -5.55 -5.90
C -0.97 -4.27 -5.86
C -0.95 -3.53 -4.68
C -0.38 -4.08 -3.54
C 0.17 -5.35 -3.58
C 0.14 -6.09 -4.75
As -0.32 -2.95 -1.94
C -0.47 -4.35 -0.58
C 0.24 -4.26 0.62
C 0.02 -5.17 1.65
C -0.91 -6.19 1.49
C -1.62 -6.28 0.30
C -1.41 -5.37 -0.72
C 1.60 -2.60 -1.91
C 2.57 -3.48 -1.44
C 3.91 -3.11 -1.45
C 4.30 -1.88 -1.96
C 3.33 -1.01 -2.46
C 1.99 -1.37 -2.44
H -0.46 -6.12 -6.81
H -1.42 -3.84 -6.75
H -1.35 -2.52 -4.66
H 0.62 -5.78 -2.69
H 0.57 -7.08 -4.78
H 0.96 -3.47 0.77
H 0.58 -5.08 2.57
H -1.08 -6.90 2.29
H -2.35 -7.07 0.17
H -1.97 -5.46 -1.64
H 2.29 -4.45 -1.05
H 4.66 -3.80 -1.08
H 5.34 -1.60 -1.97
H 3.63 -0.06 -2.87
H 1.24 -0.69 -2.83
*
```

For the molar mass, the calculation gives 917.404 g mol⁻¹. Its largest force on an atom is 0.788 eV/Å. The orbital gap is 8.291 eV. Its total energy is -5833.9451 Eh. As for the energy relative to the best compared isomer or geometry (same formula, charge and spin): 0.325 eV.

Results of the Mulliken charge analysis, in e, for atoms 1 through 99: atom 1 (Na): 0.9770, atom 2 (Cl): 0.4414, atom 3 (C): 0.1082, atom 4 (C): -0.7972, atom 5 (C): -0.5533, atom 6 (C): -1.0046, atom 7 (C): -0.1513, atom 8 (C): -0.3958, atom 9 (P): 0.7064, atom 10 (C): -0.2893, atom 11 (C): -0.1324, atom 12 (C): -0.6454, atom 13 (C): -0.4650, atom 14 (C): -0.7985, atom 15 (C): 0.1051, atom 16 (C): 0.3169, atom 17 (C): -0.4745, atom 18 (C): -0.5179, atom 19 (C): -0.7166, atom 20 (C): -0.5753, atom 21 (C): -0.2382, atom 22 (H): 0.5149, atom 23 (H): 0.4126, atom 24 (H): 0.4152, atom 25 (H): 0.3714, atom 26 (H): 0.3662, atom 27 (H): 0.4063, atom 28 (H): 0.3873, atom 29 (H): 0.4161, atom 30 (H): 0.3927, atom 31 (H): 0.3049, atom 32 (H): 0.4146, atom 33 (H): 0.3896, atom 34 (H): 0.3859, atom 35 (H): 0.4514, atom 36 (C): -1.6821, atom 37 (C): 1.9913, atom 38 (C): -1.8947, atom 39 (O): -0.2805, atom 40 (C): -0.3003, atom 41 (O): -0.8486, atom 42 (O): -0.2808, atom 43 (H): 0.4406, atom 44 (H): 0.4223, atom 45 (H): 0.2231, atom 46 (H): 0.4634, atom 47 (H): 0.2997, atom 48 (H): 0.3763, atom 49 (H): 0.1909, atom 50 (C): -1.3123, atom 51 (C): -0.5825, atom 52 (C): 1.4603, atom 53 (C): -1.5157, atom 54 (N): 0.3268, atom 55 (C): 0.6053, atom 56 (S): -0.3146, atom 57 (N): 0.2864, atom 58 (C): -0.3353, atom 59 (C): -0.6585, atom 60 (C): -0.3599, atom 61 (C): -1.1959, atom 62 (H): 0.4264, atom 63 (H): 0.2881, atom 64 (H): 0.3034, atom 65 (H): 0.2037, atom 66 (H): 0.3608, atom 67 (H): 0.4234, atom 68 (H): -0.8206, atom 69 (H): 0.3424, atom 70 (H): 0.3959, atom 71 (H): -0.2802, atom 72 (H): 0.1264, atom 73 (H): 0.5171, atom 74 (H): -0.5062, atom 75 (H): 0.4944, atom 76 (H): 0.2232, atom 77 (H): 0.4121, atom 78 (H): 0.1794, atom 79 (H): 0.3051, atom 80 (H): 0.3681, atom 81 (H): 0.2559, atom 82 (C): -0.4527, atom 83 (C): -0.5971, atom 84 (C): -0.3847, atom 85 (C): 0.1082, atom 86 (C): -0.0727, atom 87 (C): -0.7203, atom 88 (As): 0.9509, atom 89 (C): 0.1920, atom 90 (C): -0.1127, atom 91 (C): -0.4524, atom 92 (C): -0.6390, atom 93 (C): -0.7106, atom 94 (C): -0.6319, atom 95 (C): 0.2416, atom 96 (C): -0.2755, atom 97 (C): -0.6831, atom 98 (C): -0.7334, atom 99 (C): -0.1021



(4)
A structure of composition C17H39OP3STc at a distorted geometry, computed with ωB97M-V/def2-TZVPD.

Structure (ORCA input):
```
! RIJCOSX wB97M-V def2-TZVPD def2/J DEFGRID3
* xyz 4 4
Tc 0.06 -0.13 -0.10
P -0.67 1.76 1.15
P -2.12 -0.62 -0.74
P 2.13 0.89 -0.40
H -0.06 -2.54 -8.82
C 0.96 -2.75 -8.49
C 1.28 -3.93 -7.95
H 0.53 -4.72 -7.82
C -1.13 3.26 0.20
C -2.13 1.60 2.25
C 0.47 2.49 2.40
C -2.34 -2.08 -1.81
C -3.30 -1.07 0.59
C -3.03 0.67 -1.68
C 3.32 0.13 -1.57
C 3.18 0.88 1.11
C 2.19 2.64 -0.95
H 1.71 -1.97 -8.67
H 2.31 -4.18 -7.67
H -1.41 4.06 0.90
H -1.99 3.05 -0.45
H -0.30 3.60 -0.42
H -2.20 2.49 2.89
H -2.02 0.72 2.90
H -3.06 1.51 1.67
H -0.10 3.19 3.03
H 1.30 3.02 1.94
H 0.86 1.69 3.06
H -3.41 -2.32 -1.86
H -1.80 -2.94 -1.40
H -1.96 -1.89 -2.82
H -4.28 -0.63 0.38
H -2.96 -0.74 1.58
H -3.40 -2.16 0.61
H -3.90 0.22 -2.18
H -2.37 1.09 -2.44
H -3.36 1.47 -1.02
H 4.25 0.72 -1.56
H 2.91 0.11 -2.58
H 3.55 -0.90 -1.26
H 4.06 1.51 0.94
H 3.52 -0.15 1.29
H 2.65 1.24 1.99
H 3.21 2.88 -1.29
H 1.92 3.33 -0.14
H 1.50 2.80 -1.78
C 0.69 -1.48 -3.29
C 0.61 -0.18 -3.82
C 0.27 0.02 -5.16
C 0.12 -1.08 -6.00
C 0.23 -2.37 -5.49
C 0.53 -2.59 -4.16
S 0.95 -1.88 -1.63
H -0.38 0.40 -1.55
H 0.77 0.67 -3.16
H 0.14 1.03 -5.54
H -0.05 -0.94 -7.07
H 0.15 -3.23 -6.15
H 0.64 -3.60 -3.77
O 0.46 -1.66 1.64
H 1.15 -1.45 2.29
H -0.31 -1.98 2.15
*
```

For the molar mass, the calculation gives 482.487 g mol⁻¹. Its expectation value of S² is 4.157. Its largest force on an atom is 4.372 eV/Å. The orbital gap (spin up / spin down) is 5.801 / 5.323 eV. Its total energy is -2247.7831 Eh.

In the Mulliken picture, each atom carries the following charge in e: atom 1 (Tc): -0.7336, atom 2 (P): 1.2977, atom 3 (P): 1.4592, atom 4 (P): 1.0782, atom 5 (H): 0.4062, atom 6 (C): -0.3425, atom 7 (C): -0.1207, atom 8 (H): 0.3643, atom 9 (C): -1.2091, atom 10 (C): -1.3098, atom 11 (C): -1.3284, atom 12 (C): -1.5607, atom 13 (C): -1.3378, atom 14 (C): -1.4724, atom 15 (C): -1.4325, atom 16 (C): -1.1580, atom 17 (C): -1.2951, atom 18 (H): 0.3591, atom 19 (H): 0.3304, atom 20 (H): 0.4542, atom 21 (H): 0.2821, atom 22 (H): 0.3087, atom 23 (H): 0.5071, atom 24 (H): 0.4008, atom 25 (H): 0.3728, atom 26 (H): 0.5166, atom 27 (H): 0.3870, atom 28 (H): 0.4325, atom 29 (H): 0.5313, atom 30 (H): 0.4822, atom 31 (H): 0.3156, atom 32 (H): 0.4514, atom 33 (H): 0.3056, atom 34 (H): 0.4709, atom 35 (H): 0.5152, atom 36 (H): 0.3777, atom 37 (H): 0.3844, atom 38 (H): 0.5344, atom 39 (H): 0.3463, atom 40 (H): 0.4602, atom 41 (H): 0.4104, atom 42 (H): 0.4260, atom 43 (H): 0.2745, atom 44 (H): 0.5307, atom 45 (H): 0.3469, atom 46 (H): 0.3557, atom 47 (C): 0.9130, atom 48 (C): -0.1486, atom 49 (C): -1.1228, atom 50 (C): -0.4476, atom 51 (C): -0.2940, atom 52 (C): -0.9399, atom 53 (S): 0.0467, atom 54 (H): 0.3236, atom 55 (H): 0.2631, atom 56 (H): 0.4849, atom 57 (H): 0.4709, atom 58 (H): 0.6960, atom 59 (H): 0.4877, atom 60 (O): -0.5257, atom 61 (H): 0.3039, atom 62 (H): 0.3131



(5)
A structure of composition C25H21FeN5O10S2, computed with ωB97M-V/def2-TZVPD.

Structure (ORCA input):
```
! RIJCOSX wB97M-V def2-TZVPD def2/J DEFGRID3
* xyz -2 5
Fe -0.61 0.79 0.07
O 3.27 1.07 1.85
C 2.17 0.63 1.52
O 1.45 1.07 0.56
C 1.67 -0.64 2.22
C 1.32 -1.68 1.14
C 1.19 -3.07 1.77
C -0.20 -2.98 2.47
C -0.57 -1.52 2.18
O -0.05 -1.35 0.84
C 0.31 -0.56 2.99
C -0.31 0.83 3.09
O -0.25 1.41 4.17
O -0.92 1.25 2.04
H 2.48 -0.97 2.86
H 1.92 -1.62 0.24
H 1.20 -3.85 1.01
H 2.00 -3.26 2.48
H -0.92 -3.64 1.99
H -0.17 -3.19 3.53
H -1.63 -1.29 2.19
H 0.43 -0.93 4.01
N 6.42 3.23 -2.79
C 5.02 3.18 -2.74
C 4.26 3.65 -3.82
C 2.88 3.65 -3.76
C 2.25 3.20 -2.61
C 2.98 2.73 -1.53
C 4.36 2.72 -1.60
S 0.48 3.26 -2.51
O -0.03 3.46 -3.84
O 0.15 4.27 -1.53
N 0.01 1.85 -1.88
C 0.24 0.69 -2.53
N -0.23 -0.37 -1.84
C -0.24 -1.56 -2.41
C 0.28 -1.75 -3.68
C 0.86 -0.63 -4.27
N 0.87 0.57 -3.72
H 6.81 3.15 -3.72
H 6.87 2.58 -2.15
H 4.77 4.00 -4.71
H 2.28 3.99 -4.59
H 2.48 2.35 -0.64
H 4.94 2.35 -0.76
H -0.66 -2.37 -1.83
H 0.26 -2.72 -4.17
H 1.36 -0.71 -5.23
O -6.51 -2.11 -0.54
S -5.17 -2.43 -0.10
O -4.80 -3.82 -0.17
N -4.07 -1.48 -0.77
C -3.53 -0.63 0.11
O -2.65 0.21 -0.10
C -4.07 -0.80 1.51
C -3.73 -0.08 2.64
C -4.30 -0.46 3.85
C -5.19 -1.53 3.91
C -5.55 -2.24 2.76
C -4.97 -1.84 1.57
H -3.02 0.74 2.57
H -4.03 0.07 4.75
H -5.61 -1.82 4.86
H -6.23 -3.07 2.80
*
```

For the molar mass, the calculation gives 671.447 g mol⁻¹. Its expectation value of S² is 6.007. Its largest force on an atom is 0.630 eV/Å. The orbital gap (spin up / spin down) is 7.952 / 7.164 eV. Its total energy is -4051.7810 Eh. As for the energy relative to the best compared isomer or geometry (same formula, charge and spin): 0.114 eV.

In the Mulliken picture, each atom carries the following charge in e: atom 1 (Fe): 1.4074, atom 2 (O): -0.8290, atom 3 (C): -0.1559, atom 4 (O): -0.5689, atom 5 (C): -0.0276, atom 6 (C): -0.0079, atom 7 (C): -1.1080, atom 8 (C): -0.9576, atom 9 (C): 0.8355, atom 10 (O): -0.0765, atom 11 (C): 0.4462, atom 12 (C): 0.0235, atom 13 (O): -0.8338, atom 14 (O): -0.5844, atom 15 (H): 0.3718, atom 16 (H): 0.7240, atom 17 (H): 0.3438, atom 18 (H): 0.4043, atom 19 (H): 0.3552, atom 20 (H): 0.4383, atom 21 (H): -1.0188, atom 22 (H): 0.4690, atom 23 (N): -0.6250, atom 24 (C): 1.2991, atom 25 (C): -0.6715, atom 26 (C): -0.4634, atom 27 (C): -0.3466, atom 28 (C): -0.3506, atom 29 (C): -0.9359, atom 30 (S): 1.3753, atom 31 (O): -0.7585, atom 32 (O): -0.7941, atom 33 (N): -0.6900, atom 34 (C): 0.6970, atom 35 (N): 0.3142, atom 36 (C): -0.2396, atom 37 (C): -0.8300, atom 38 (C): -0.2892, atom 39 (N): -0.5014, atom 40 (H): 0.2176, atom 41 (H): 0.2346, atom 42 (H): 0.2442, atom 43 (H): 0.4684, atom 44 (H): 0.4529, atom 45 (H): 0.3672, atom 46 (H): 0.5025, atom 47 (H): 0.3652, atom 48 (H): 0.3687, atom 49 (O): -0.7255, atom 50 (S): 1.2350, atom 51 (O): -0.7132, atom 52 (N): -0.6310, atom 53 (C): 0.2747, atom 54 (O): -0.6532, atom 55 (C): 0.6692, atom 56 (C): -0.5120, atom 57 (C): -0.6393, atom 58 (C): -0.4189, atom 59 (C): -0.5553, atom 60 (C): -0.1200, atom 61 (H): 0.5198, atom 62 (H): 0.4379, atom 63 (H): 0.3680, atom 64 (H): 0.4022



(6)
The molecule C4H7FO at a distorted geometry, computed with ωB97M-V/def2-TZVPD.

Structure (ORCA input):
```
! RIJCOSX wB97M-V def2-TZVPD def2/J DEFGRID3
* xyz 0 1
C 2.02 -0.55 -0.01
C 0.07 0.65 0.04
C -1.09 -0.26 -0.11
C -2.33 0.28 -0.14
H 2.67 -1.16 -0.62
H 2.65 0.01 0.67
H 1.48 -1.18 0.61
H 0.34 0.63 1.02
H -0.16 1.71 -0.19
H -0.80 -1.28 -0.32
H -2.55 1.30 0.04
O 1.16 0.28 -0.75
F -3.46 -0.44 -0.24
*
```

For the molar mass, the calculation gives 90.097 g mol⁻¹. The SMILES is COC/C=C/F. Its largest force on an atom is 3.306 eV/Å. The orbital gap is 10.568 eV. Its total energy is -331.6428 Eh. As for the energy relative to the best compared isomer or geometry (same formula, charge and spin): 1.810 eV.

In the Mulliken picture, each atom carries the following charge in e: atom 1 (C): -0.8295, atom 2 (C): -0.5034, atom 3 (C): -0.1676, atom 4 (C): -0.2476, atom 5 (H): 0.2723, atom 6 (H): 0.3161, atom 7 (H): 0.3825, atom 8 (H): 0.4135, atom 9 (H): 0.3257, atom 10 (H): 0.3281, atom 11 (H): 0.3402, atom 12 (O): -0.3872, atom 13 (F): -0.2431